# 1
Entry from the Open Molecules 2025 dataset: a structure of composition C3H29HfO22 at a distorted geometry (ωB97M-V/def2-TZVPD).

Positions of all 55 atoms, in Å:
Hf1 -1.93585 -1.99896 0.89473
C1 -2.75385 -0.57496 2.78573
O1 -2.14985 -1.63896 2.84973
O2 -2.93085 0.23704 3.83373
O3 -3.07785 -0.38296 1.61473
H1 -2.96485 -0.25496 4.66073
C2 -1.14085 -3.57396 -0.92827
O4 -0.71885 -2.41896 -0.85627
O5 -0.96385 -4.38096 -1.93027
O6 -1.77085 -3.84496 0.05273
H2 -0.32485 -4.00996 -2.60627
C3 0.20415 0.29204 0.12073
O7 -0.05485 1.49804 -0.18527
O8 1.41715 -0.24196 0.02773
O9 -0.66385 -0.51596 0.64173
H3 2.10715 0.38904 -0.29727
O10 1.46015 -1.08596 2.79373
H4 1.87415 -0.46796 2.20173
H5 1.09415 -0.54696 3.44373
O11 2.85615 3.94704 0.40673
H6 3.00015 3.06204 0.07073
H7 2.02415 3.99704 0.80873
O12 -1.24485 -0.39496 -2.86227
H8 -0.34085 -0.10196 -2.78227
H9 -1.14385 -1.28396 -3.10827
O13 1.79215 -1.58696 -2.95827
H10 1.91515 -0.66396 -2.76227
H11 0.93715 -1.69596 -3.32127
O14 -2.87585 -1.04096 -0.84127
H12 -3.67685 -0.47596 -0.89027
H13 -2.33685 -0.77196 -1.62427
O15 0.79315 1.23104 -2.58627
H14 0.23015 1.87504 -3.02827
H15 0.47615 1.42704 -1.69327
O16 -2.23785 2.01104 -2.02827
H16 -3.09185 2.40604 -2.28827
H17 -2.25485 1.25004 -2.58927
O17 -0.38485 4.16004 0.93373
H18 -0.57585 3.89804 1.84073
H19 -0.29485 3.26404 0.52373
O18 -0.13285 -2.82996 1.67173
H20 0.29515 -3.72196 1.57973
H21 0.47915 -2.27496 2.15873
O19 2.59715 -2.93196 -0.42227
H22 3.47615 -2.54896 -0.31827
H23 1.95515 -2.24196 -0.60827
O20 3.75215 1.20804 -0.55027
H24 4.64415 1.50504 -0.35727
H25 3.67715 1.14904 -1.51227
O21 -2.57485 2.18904 1.08073
H26 -3.24885 1.50604 1.18873
H27 -2.15485 1.98004 0.27473
O22 1.93415 1.97304 2.50473
H28 2.61115 1.28604 2.38873
H29 2.41915 2.76404 2.58273

The energy above the lowest of the compared OMol25 structures with the same formula, charge and spin is 0.0 kJ/mol. As for the spin multiplicity: 1. The total charge is +1. The HOMO energy is -12.6 eV. For the HOMO-LUMO gap, the calculation gives 9.0 eV.

How positive or negative is each atom? The Mulliken charges in e answer that: 1.24 0.80 -0.74 -0.42 -0.66 0.37 0.70 -0.32 -0.52 -0.69 0.38 1.17 -0.25 0.44 0.25 0.16 -0.65 0.08 0.37 -0.65 0.38 0.33 -0.86 0.26 0.27 -0.61 0.29 0.28 -0.59 0.39 0.37 -0.79 0.31 0.11 -0.49 0.28 0.26 -0.70 0.31 0.20 -0.49 0.35 0.42 -0.67 0.29 0.25 -0.65 0.27 0.26 -0.66 0.28 0.26 -0.55 0.29 0.30

# 2
Entry from the Open Molecules 2025 dataset: a structure of composition C39H45BCuN10S4 (ωB97M-V/def2-TZVPD).

Positions of all 100 atoms, in Å:
Cu1 2.89050 0.05087 0.38715
C1 0.57032 -0.17412 -4.36431
C2 -0.27144 0.35509 -3.25124
C3 -1.40040 1.07498 -3.46060
C4 -2.18009 1.56886 -2.37449
N1 -1.85051 1.30899 -1.14271
N2 -0.72635 0.58134 -0.93331
B1 -0.45900 0.21163 0.50444
N3 0.16266 1.22481 1.41432
N4 -1.14668 1.05017 1.65472
C5 -1.75167 1.56334 2.68993
C6 -0.95575 2.45946 3.46285
C7 0.35823 2.71114 3.18801
C8 1.17778 3.64916 4.00230
C9 0.99681 1.99885 2.09797
S1 2.62817 2.08470 1.71489
C10 -3.16125 1.12458 3.01930
C11 -4.02912 1.17458 1.76162
C12 -3.05036 -0.32721 3.52317
C13 -3.77354 2.00401 4.10860
N5 -0.44495 -1.27864 0.78699
N6 -1.58787 -1.77666 0.28686
C14 -1.86741 -3.03647 0.48221
C15 -0.98553 -3.84717 1.23812
C16 0.17103 -3.33904 1.75266
C17 1.12065 -4.17398 2.54703
C18 0.46824 -1.96891 1.48015
S2 1.91281 -1.24232 2.05797
C19 -3.17320 -3.52524 -0.12942
C20 -4.32870 -2.73113 0.49430
C21 -3.12128 -3.26080 -1.64090
C22 -3.38735 -5.01669 0.12222
C23 0.10851 0.13103 -1.88565
S3 1.54572 -0.70134 -1.51034
C24 -3.40805 2.41611 -2.65311
C25 -4.11834 2.81061 -1.36389
C26 -2.96629 3.68206 -3.40107
C27 -4.37447 1.60127 -3.52742
H1 0.12155 0.06027 -5.32694
H2 0.68758 -1.25480 -4.27698
H3 1.57302 0.25365 -4.32238
H4 -1.71599 1.28886 -4.47296
H5 -1.41729 2.95430 4.30516
H6 0.57761 4.13649 4.76623
H7 1.63563 4.40471 3.36197
H8 1.99797 3.10644 4.47675
H9 -3.59715 0.59164 0.94619
H10 -4.15544 2.20075 1.41894
H11 -5.01364 0.76693 1.99241
H12 -2.67949 -0.98519 2.73452
H13 -4.03896 -0.67746 3.82116
H14 -2.38899 -0.40561 4.38818
H15 -3.79211 3.05554 3.81717
H16 -3.24912 1.90866 5.06063
H17 -4.80310 1.69032 4.27665
H18 -1.22886 -4.88680 1.40582
H19 0.72278 -5.17591 2.68981
H20 1.31263 -3.72440 3.52165
H21 2.08046 -4.24480 2.03258
H22 -4.21847 -1.66429 0.29895
H23 -4.37778 -2.88516 1.57457
H24 -5.27413 -3.06380 0.06518
H25 -2.99659 -2.19647 -1.84500
H26 -4.05121 -3.59444 -2.10205
H27 -2.29774 -3.80363 -2.10913
H28 -3.46091 -5.24717 1.18684
H29 -2.59366 -5.62471 -0.31632
H30 -4.32458 -5.32388 -0.34058
H31 -3.45183 3.34204 -0.68257
H32 -4.50925 1.93447 -0.84948
H33 -4.95522 3.46609 -1.60512
H34 -2.28515 4.28009 -2.79303
H35 -3.84101 4.29229 -3.62623
H36 -2.47379 3.45566 -4.34786
H37 -4.67560 0.67978 -3.02550
H38 -3.94165 1.34135 -4.49394
H39 -5.27181 2.18941 -3.72007
S4 9.84325 0.34212 -2.39583
N7 9.20034 -0.70292 -1.35401
C28 7.93624 -0.34786 -1.18825
C29 6.98075 -1.01593 -0.32633
C30 7.27793 -2.14445 0.44076
C31 6.28625 -2.69226 1.22055
C32 5.02179 -2.10742 1.22222
N8 4.72415 -1.03604 0.49884
C33 5.68902 -0.49537 -0.26914
C34 5.31305 0.67927 -1.05353
N9 4.04664 1.10497 -0.92395
C35 3.64407 2.16425 -1.61226
C36 4.48765 2.85867 -2.47126
C37 5.79233 2.43649 -2.61336
C38 6.22402 1.32348 -1.89211
C39 7.56896 0.78622 -1.95052
N10 8.56055 1.27237 -2.67960
H40 8.27503 -2.56336 0.40863
H41 6.47099 -3.56479 1.83027
H42 4.21971 -2.51030 1.82549
H43 2.61497 2.46661 -1.46488
H44 4.11559 3.71838 -3.00934
H45 6.48618 2.94869 -3.26686

The energy above the lowest of the compared OMol25 structures with the same formula, charge and spin is 0.0 kJ/mol. As for the spin multiplicity: 2. The total charge is +2. The HOMO energy (spin up / spin down) is -13.4 / -13.4 eV. For the HOMO-LUMO gap (spin up / spin down), the calculation gives 7.7 / 7.0 eV.

Atomic partial charges in e from the Mulliken method, atoms 1 to 99: -0.09 -1.72 0.18 -0.58 0.00 -0.50 0.88 -0.46 -0.34 0.03 0.06 -0.71 0.39 -1.77 0.79 -0.43 2.21 -1.19 -1.40 -2.34 1.03 -0.66 -0.29 -0.54 0.21 -1.80 1.28 -0.62 2.33 -1.50 -1.52 -2.27 0.67 -0.44 2.17 -1.80 -1.75 -1.65 0.45 0.36 0.34 0.46 0.52 0.40 0.40 0.39 -0.26 0.42 0.48 0.09 0.49 0.39 0.48 0.47 0.43 0.64 0.41 0.40 0.29 0.15 0.35 0.49 0.14 0.45 0.40 0.45 0.47 0.41 0.32 0.26 0.55 0.38 0.47 0.35 0.32 0.37 0.47 0.22 -0.65 0.89 0.13 -0.51 -1.00 0.34 -0.52 -0.12 0.40 0.73 -0.34 -1.01 -0.62 0.17 0.91 -0.64 0.57 0.47 0.33 0.51 0.48

# 3
Entry from the Open Molecules 2025 dataset: a structure of composition C11H22Br21OPS2Si2 at a distorted geometry (ωB97M-V/def2-TZVPD).

Positions of all 60 atoms, in Å:
C1 2.32991 -1.77798 1.62114
C2 1.99665 -1.84760 0.02439
C3 0.98805 -0.70699 -0.55642
C4 0.62053 0.52231 0.45195
Si1 -1.11265 0.17910 1.28065
S1 -2.73378 0.43707 -0.18374
O1 -1.12871 -1.39374 2.06432
Si2 -2.29385 -2.49260 1.34200
P1 -1.49622 1.73225 2.82987
S2 -0.29008 3.22356 2.45478
H1 2.60614 -2.87835 1.97727
H2 1.46951 -1.38117 2.30603
H3 3.34440 -1.15890 1.73099
H4 1.46873 -2.90052 -0.16726
H5 3.00659 -1.89320 -0.60570
H6 -0.02630 -1.24151 -0.85105
H7 1.46887 -0.28629 -1.56038
H8 1.45453 0.83158 1.21018
H9 0.43921 1.48047 -0.23685
H10 -2.66904 -0.56112 -1.16916
H11 -1.88524 -3.86178 1.74699
H12 -2.29264 -2.48740 -0.13476
H13 -3.65350 -2.30511 1.88505
H14 -1.30901 1.20053 4.15757
H15 -2.88748 2.16277 2.73344
C5 3.92529 1.66926 4.15631
Br1 2.23631 0.71653 4.31134
Br2 5.26465 0.97239 5.38305
Br3 4.57161 1.70290 2.32189
H16 3.73461 2.70755 4.44722
C6 -5.65890 1.33027 4.17933
Br4 -4.65430 -0.22885 3.59256
Br5 -7.49153 0.87616 4.64804
Br6 -4.75534 2.27294 5.62119
H17 -5.70745 2.01810 3.32870
C7 5.16402 2.50165 -1.49040
Br7 6.21992 1.12011 -0.61816
Br8 6.25481 3.62679 -2.64308
Br9 3.63900 1.75570 -2.44007
H18 4.76463 3.14570 -0.70001
C8 5.48727 -1.12947 -4.17099
Br10 3.79829 -2.08221 -4.01597
Br11 6.82663 -1.82635 -2.94425
Br12 6.13359 -1.09584 -6.00542
H19 5.29659 -0.09119 -3.88009
C9 -0.60127 -1.03573 -4.77197
Br13 -0.43481 -2.80858 -3.98860
Br14 0.71594 0.20088 -4.05074
Br15 -0.54993 -1.09552 -6.71562
H20 -1.58755 -0.65277 -4.48980
C10 -10.28292 2.82048 6.43107
Br16 -10.04989 4.52499 7.33920
Br17 -10.80819 1.40972 7.66326
Br18 -11.50981 2.96282 4.92824
H21 -9.30682 2.54028 6.02151
C11 2.49879 -2.31599 -9.20540
Br19 2.73183 -0.61148 -8.29726
Br20 1.97353 -3.72674 -7.97321
Br21 1.27191 -2.17365 -10.70822
H22 3.47489 -2.59619 -9.61496

As for the spin multiplicity: 1. The total charge is 0. The HOMO energy is -8.6 eV. For the HOMO-LUMO gap, the calculation gives 8.0 eV.

How positive or negative is each atom? The Mulliken charges in e answer that: -0.44 -0.37 0.84 -0.31 0.37 -0.33 -0.27 0.70 0.09 -0.39 0.36 -0.07 0.07 0.17 0.17 -0.01 -0.69 0.13 0.31 0.13 -0.18 -0.20 -0.25 0.12 0.06 -0.39 0.02 -0.03 0.02 0.38 -0.39 0.07 -0.05 0.02 0.42 -0.41 -0.03 -0.03 0.05 0.40 0.03 0.07 -0.04 -0.04 -0.02 -0.32 -0.06 0.04 -0.03 0.38 0.13 -0.01 0.00 -0.01 -0.14 -0.35 0.00 0.00 -0.03 0.36